Model P:
Entry from the OMol25 dataset: a cluster of 3 separate species, C3H8NOS in total (wB97M-V/def2-TZVPD).

The geometry in ORCA input format:
```
! wB97M-V def2-TZVPD RIJCOSX def2/J DEFGRID3
* xyz 1 1
C -1.285 3.717 -0.634
C -0.481 2.718 -1.257
C 2.337 -0.316 -0.126
N 1.537 0.107 -0.984
O -1.346 3.225 -2.026
S -1.491 -5.545 2.870
H -2.070 3.387 -0.107
H -0.811 4.656 -0.368
H 0.365 2.043 -1.225
H 3.357 -0.957 -0.417
H 2.199 -0.303 0.878
H -2.037 -5.931 1.707
H 1.576 -0.210 -1.943
H -1.851 -6.590 3.633
*
```

Calculated values
Kohn-Sham gap, eV: 4.657
LUMO level, Ha: -0.2462
HOMO level, Ha: -0.4174


Model Q:
Entry from the OMol25 dataset: a structure of composition C3H8NOS (wB97M-V/def2-TZVPD).

The geometry in ORCA input format:
```
! wB97M-V def2-TZVPD RIJCOSX def2/J DEFGRID3
* xyz 1 1
C -0.477 0.767 0.860
C 0.378 1.466 -0.221
C 0.479 -0.754 -0.641
N -0.018 -0.651 0.801
O 1.093 0.413 -0.864
S -0.967 -1.106 -1.716
H -0.328 1.192 1.851
H -1.535 0.812 0.598
H -0.244 1.998 -0.947
H 1.125 2.150 0.185
H 1.494 -1.736 -0.797
H 0.745 -0.812 1.469
H -0.782 -1.309 0.990
H -0.962 -2.430 -1.568
*
```

Calculated values
Kohn-Sham gap, eV: 10.507
LUMO level, Ha: -0.1362
HOMO level, Ha: -0.5223


Most stable one: model Q, least stable one: model P.


Model P:
Entry from the OMol25 dataset: the molecule C5H4S (wB97M-V/def2-TZVPD).

The geometry in ORCA input format:
```
! wB97M-V def2-TZVPD RIJCOSX def2/J DEFGRID3
* xyz 0 1
C -2.278 0.208 -0.281
C -1.311 -0.797 0.058
C 0.036 -0.288 -0.006
C 1.338 -0.221 -0.058
C 2.563 0.408 0.119
S 4.045 -0.345 -0.171
H -3.531 0.201 -0.377
H -1.727 1.193 -0.078
H -1.588 -1.816 0.335
H 2.452 1.457 0.460
*
```

Calculated values
Kohn-Sham gap, eV: 7.411
LUMO level, Ha: -0.0521
HOMO level, Ha: -0.3244
SMILES: C=CC#CC=S


Model Q:
Entry from the OMol25 dataset: the molecule C5H4S (wB97M-V/def2-TZVPD).

The geometry in ORCA input format:
```
! wB97M-V def2-TZVPD RIJCOSX def2/J DEFGRID3
* xyz 0 1
C -0.161 2.385 0.003
C -0.482 1.198 0.086
C -0.998 -0.103 -0.039
S -2.616 -0.346 0.016
C -0.061 -1.240 -0.067
C 1.249 -1.065 0.003
H 0.067 3.424 -0.214
H -0.532 -2.221 -0.051
H 1.873 -1.954 0.232
H 1.661 -0.077 0.033
*
```

Calculated values
Kohn-Sham gap, eV: 7.701
LUMO level, Ha: -0.0440
HOMO level, Ha: -0.3270
SMILES: C#CC(=S)C=C


Most stable one: model Q, least stable one: model P.


Model P:
Entry from the OMol25 dataset: a structure of composition C4H12N4O (wB97M-V/def2-TZVPD).

The geometry in ORCA input format:
```
! wB97M-V def2-TZVPD RIJCOSX def2/J DEFGRID3
* xyz 0 1
C 1.515 -0.656 0.768
N 0.131 -0.648 0.270
C -0.127 -0.452 -1.179
N -0.785 -1.539 0.910
N -0.951 -1.452 -1.698
N 0.854 0.047 -1.881
H -0.277 -2.320 1.318
H -1.238 -1.023 1.669
H -1.218 -1.280 -2.656
H -1.746 -1.629 -1.093
H 0.626 -0.003 -2.871
H 1.508 -0.324 1.808
H 2.136 0.008 0.168
H 1.929 -1.664 0.717
C 0.137 2.289 0.541
C -0.873 1.186 0.651
O -1.595 0.974 1.607
H -1.148 0.843 -0.624
H 0.754 2.121 -0.344
H 0.769 2.287 1.434
H -0.399 3.236 0.485
*
```

Calculated values
Kohn-Sham gap, eV: 9.689
LUMO level, Ha: 0.0340
HOMO level, Ha: -0.3220


Model Q:
Entry from the OMol25 dataset: a cluster of 2 separate species, C4H12N4O in total (wB97M-V/def2-TZVPD).

The geometry in ORCA input format:
```
! wB97M-V def2-TZVPD RIJCOSX def2/J DEFGRID3
* xyz 0 1
C -1.451 -1.015 -0.114
C 1.826 -1.097 -1.021
C -2.170 -0.676 -1.366
N 0.693 -0.334 -0.544
H 0.355 0.401 -1.154
H -1.854 -0.658 0.824
H -1.007 -1.997 -0.010
H 2.612 -0.458 -1.442
H 1.474 -1.756 -1.815
H 2.240 -1.710 -0.219
H -2.260 0.411 -1.492
H -1.695 -1.093 -2.257
H -3.208 -1.036 -1.363
C -0.036 1.455 1.035
N -0.214 1.888 2.312
N 0.927 0.485 0.850
N 2.078 0.577 1.480
O -0.802 1.716 0.100
H 0.522 1.692 2.973
H -0.852 2.655 2.444
H 2.822 0.551 0.780
*
```

Calculated values
Kohn-Sham gap (alpha / beta), eV: 5.897 / 9.075
LUMO level (alpha / beta), Ha: -0.0076 / 0.0304
HOMO level (alpha / beta), Ha: -0.2243 / -0.3031


Most stable one: model P, least stable one: model Q.


Model P:
Entry from the OMol25 dataset: a cluster of 2 separate species, C6H15NO2 in total (wB97M-V/def2-TZVPD).

The geometry in ORCA input format:
```
! wB97M-V def2-TZVPD RIJCOSX def2/J DEFGRID3
* xyz 0 1
C 3.255 0.021 1.091
C 1.812 0.532 1.022
C 1.471 0.902 -0.434
O 2.244 1.498 -1.151
N 0.251 0.617 -0.933
C -0.037 0.702 -2.377
C -0.982 0.476 -0.100
C -1.481 -0.993 0.245
H 3.276 -0.869 0.440
H 3.633 -0.263 2.088
H 3.928 0.785 0.665
H 1.664 1.409 1.681
H 1.266 -0.321 1.469
H 0.743 0.184 -2.960
H -0.029 1.770 -2.650
H -1.018 0.276 -2.647
H -0.825 1.094 0.805
H -1.805 0.934 -0.682
H -1.552 -1.644 -0.643
H -2.443 -1.026 0.783
H -0.693 -1.388 0.909
O -4.611 -1.675 1.106
H -3.860 -2.184 1.487
H -4.206 -0.838 0.785
*
```

Calculated values
Kohn-Sham gap, eV: 9.865
LUMO level, Ha: 0.0235
HOMO level, Ha: -0.3390
SMILES: CCC(=O)N(C)CC.O


Model Q:
Entry from the OMol25 dataset: a cluster of 2 separate species, C6H15NO2 in total (wB97M-V/def2-TZVPD).

The geometry in ORCA input format:
```
! wB97M-V def2-TZVPD RIJCOSX def2/J DEFGRID3
* xyz 0 1
C -1.382 -2.663 1.479
C -0.262 -1.558 1.709
C -0.507 -0.062 1.428
N -1.646 0.255 0.629
O 0.200 0.732 2.028
H -2.403 -2.437 1.126
H -1.631 -3.073 2.404
H -1.054 -3.550 0.838
H 0.018 -1.539 2.839
H 0.673 -1.888 1.175
H -1.911 1.234 0.419
H -2.141 -0.418 0.086
C 0.887 -0.143 -1.460
C 1.001 1.302 -1.897
C 0.541 2.390 -0.840
O 2.454 1.476 -1.985
H 0.806 -0.764 -2.354
H -0.046 -0.300 -0.887
H 1.708 -0.383 -0.822
H 0.556 1.538 -2.918
H 0.820 2.227 0.193
H 1.061 3.350 -1.088
H -0.471 2.761 -1.068
H 2.729 1.511 -1.035
*
```

Calculated values
Kohn-Sham gap, eV: 10.635
LUMO level, Ha: 0.0278
HOMO level, Ha: -0.3631
SMILES: CCC(N)=O.CC(C)O


Model R:
Entry from the OMol25 dataset: the molecule C6H15NO2 (wB97M-V/def2-TZVPD).

The geometry in ORCA input format:
```
! wB97M-V def2-TZVPD RIJCOSX def2/J DEFGRID3
* xyz 0 1
C -0.222 -2.041 -0.371
C -0.139 -0.714 -1.114
C -1.484 -0.311 -1.702
C 0.599 0.548 -0.344
N 1.950 0.231 0.107
O 0.642 1.623 -1.186
C -0.271 0.901 0.837
C -0.144 0.180 2.146
O 0.162 2.528 0.988
H 0.712 -2.305 0.130
H -0.439 -2.840 -1.083
H -1.017 -2.033 0.374
H 0.579 -0.810 -1.937
H -1.779 -1.024 -2.473
H -2.266 -0.312 -0.943
H -1.413 0.679 -2.144
H 2.575 0.346 -0.687
H 2.033 -0.722 0.450
H 0.533 2.485 -0.377
H -1.302 1.077 0.540
H -0.597 -0.811 2.087
H -0.668 0.750 2.912
H 0.901 0.072 2.430
H 1.053 2.504 1.360
*
```

Calculated values
Kohn-Sham gap, eV: 10.053
LUMO level, Ha: 0.0326
HOMO level, Ha: -0.3369
SMILES: CC(C)[C@@](N)(O)[C@@H](C)O


Most stable one: model P, least stable one: model R.


Model P:
Entry from the OMol25 dataset: the molecule C10H11NO3S (wB97M-V/def2-TZVPD).

The geometry in ORCA input format:
```
! wB97M-V def2-TZVPD RIJCOSX def2/J DEFGRID3
* xyz 0 1
C -3.056 2.504 0.882
C -3.276 1.310 0.379
C -2.159 0.314 0.393
O -1.082 0.588 0.928
N -2.257 -0.821 -0.258
S -0.818 -1.689 -0.066
C -1.199 -3.275 -0.994
O -0.467 -2.159 1.242
O 0.484 -1.274 -0.938
C 1.456 -0.403 -0.410
C 1.965 0.516 -1.401
C 2.950 1.399 -1.038
C 3.297 1.541 0.300
C 2.837 0.639 1.264
C 1.901 -0.343 0.873
H -3.851 3.323 0.911
H -2.089 2.743 1.086
H -4.181 1.045 -0.096
H -0.972 -3.192 -2.082
H -0.759 -4.051 -0.438
H -2.335 -3.340 -0.993
H 1.929 0.370 -2.491
H 3.452 2.129 -1.694
H 4.037 2.289 0.614
H 2.819 0.763 2.421
H 1.376 -0.925 1.607
*
```

Calculated values
Kohn-Sham gap, eV: 9.617
LUMO level, Ha: 0.0186
HOMO level, Ha: -0.3348
SMILES: C=CC(=O)N=[S@](C)(=O)Oc1ccccc1


Model Q:
Entry from the OMol25 dataset: a structure of composition C10H11NO3S (wB97M-V/def2-TZVPD).

The geometry in ORCA input format:
```
! wB97M-V def2-TZVPD RIJCOSX def2/J DEFGRID3
* xyz 0 1
C 0.206 1.407 2.427
C 1.296 0.706 1.966
C -0.927 1.463 1.634
C 1.243 0.102 0.760
C -0.970 0.814 0.400
C -0.523 -2.575 -0.038
C -0.128 -0.830 -1.010
C -1.331 -0.373 -1.750
C 2.487 -0.741 0.421
C -0.978 0.563 -2.843
N 0.134 0.087 -0.029
O 0.344 -2.492 0.767
O -1.361 -3.150 -0.577
O -2.057 2.008 2.013
S -2.369 0.514 -0.526
H 0.157 1.742 3.378
H 2.305 0.688 2.567
H 0.665 -1.158 -1.649
H -1.732 -1.270 -2.292
H 2.538 -1.151 -0.590
H 3.383 -0.027 0.442
H 2.454 -1.486 1.131
H -0.571 1.466 -2.387
H -1.904 0.814 -3.344
H -0.401 0.217 -3.616
H -1.961 2.661 2.746
*
```

Calculated values
Kohn-Sham gap (alpha / beta), eV: 7.160 / 7.161
LUMO level (alpha / beta), Ha: -0.0007 / -0.0007
HOMO level (alpha / beta), Ha: -0.2638 / -0.2638


Most stable one: model Q, least stable one: model P.